Entry from the OMol25 dataset: C26H45F5P2Ru as an isolated structure (ωB97M-V with the def2-TZVPD basis set).

XYZ file:
```
79
Properties=species:S:1:pos:R:3:mulliken_charge:R:1
Ru -0.23286 -0.38339 -0.28949 -0.149
C 1.16734 3.33292 1.05731 0.381
C 1.41787 3.78860 -0.25707 0.209
C -0.78986 3.16577 -0.13381 0.861
C -0.18128 2.94543 1.13078 0.738
C 0.21152 3.68729 -1.00466 0.431
C 2.14455 3.31035 2.18340 -1.364
H 3.17796 3.35747 1.81983 0.380
H 2.03465 2.40132 2.79202 0.159
H 1.98789 4.16263 2.86324 0.392
C -0.84886 2.41543 2.34596 -0.801
H -0.08873 1.91028 2.96037 0.093
H -1.62202 1.69495 2.06608 -0.021
H -1.32100 3.20890 2.95132 0.377
C -2.22930 3.04551 -0.41837 -1.200
H -2.73598 3.91836 0.02932 0.335
H -2.64882 2.14756 0.05259 0.015
H -2.47035 3.00486 -1.49000 0.355
C 0.02232 4.11121 -2.40826 -1.674
H 0.38154 5.13755 -2.58189 0.400
H -1.03946 4.08140 -2.67633 0.322
H 0.56220 3.45806 -3.11208 0.338
C 2.67946 4.38827 -0.74778 -1.718
H 2.75211 5.44009 -0.42693 0.357
H 2.72742 4.37249 -1.84164 0.429
H 3.56370 3.87119 -0.34822 0.438
C 0.78064 -1.98948 0.24589 -0.199
C 1.29957 -0.74480 0.85108 1.703
C 2.42877 0.00092 0.15510 -0.847
C 2.16416 0.55026 -1.29094 -1.117
C 0.74344 0.33194 -1.80115 -0.797
C 0.27394 -1.00523 -2.07771 0.937
C 1.33948 -2.11661 -2.17528 -0.995
C 1.55322 -2.75865 -0.81363 -1.388
H 3.36204 -0.60653 0.16243 0.610
H 2.91208 0.11556 -1.99380 0.623
H 2.64380 0.85998 0.81963 0.195
H 2.61963 -2.82109 -0.51645 0.400
H 0.30080 -2.69995 0.92099 0.941
H 1.33374 -0.80189 1.94965 -1.520
H 1.29336 -3.83857 -0.81942 0.384
H 1.09608 -2.87070 -2.95055 0.418
H -0.68950 -1.20507 -2.60967 -0.309
H 2.29994 -1.68675 -2.50697 0.227
H 2.36419 1.64644 -1.28299 -0.024
H 0.21014 1.15210 -2.30368 0.627
P 1.94423 -1.50228 4.10231 0.900
C 1.13679 -0.94237 5.58805 -1.050
H 1.45876 -1.74842 6.26300 0.481
H 0.04645 -0.89922 5.41517 0.367
H 1.55177 0.05536 5.80389 0.373
C 1.20804 -3.13003 3.74012 -1.165
H 1.36975 -3.64950 4.69090 0.487
H 1.69775 -3.66274 2.91106 0.340
H 0.13375 -3.05615 3.50789 0.259
C 3.69236 -1.78501 4.26703 -1.116
H 4.00837 -2.39751 3.40399 0.392
H 3.67766 -2.31466 5.22998 0.417
H 4.18548 -0.79803 4.27193 0.370
P -3.26064 -2.37462 -3.31804 0.979
C -3.25367 -0.97428 -4.49847 -1.040
H -2.75083 -1.19441 -5.45648 0.311
H -2.68216 -0.17814 -3.97784 0.098
H -4.28532 -0.62322 -4.64589 0.393
C -2.35633 -3.70771 -4.15193 -1.196
H -1.78010 -3.34236 -5.02063 0.317
H -3.08791 -4.48604 -4.40867 0.381
H -1.62841 -4.07475 -3.39398 0.211
C -4.98019 -2.76883 -2.89913 -1.078
H -5.21550 -3.84374 -3.01227 0.361
H -5.61815 -2.09882 -3.49631 0.322
H -5.02700 -2.48375 -1.82473 0.191
F -1.54072 -1.58011 2.01533 -0.272
C -1.82656 -1.40799 0.65018 0.664
F -1.95237 -2.66522 0.03238 -0.233
C -3.12836 -0.64825 0.47083 0.289
F -4.17102 -1.45983 0.72718 -0.292
F -3.21286 0.40170 1.34287 -0.297
F -3.30457 -0.14550 -0.80793 -0.114
```

* charge: +1
* gap between HOMO and LUMO (alpha / beta): 6.24 / 2.70 eV
* energy: -62423.8479 eV
* multiplicity: 6
* <S²>: 8.783
* relative energy (zero: lowest compared OMol25 entry of this formula, charge and spin): 1.7892 eV